[1]
Molecular formula: C4H3O2Sc
Method: DFT, ωB97M-V/def2-TZVPD

Structure (XYZ):
```
10
Properties=species:S:1:pos:R:3:forces:R:3:mulliken_charge:R:1
C 0.213 -2.286 -0.094 -0.77 -3.76 -0.43 1.065
C 0.326 -1.076 -0.035 0.84 3.40 -0.45 -0.145
C 0.484 0.334 -0.063 0.83 -2.64 1.65 -0.907
C -0.596 1.138 0.038 0.23 2.14 -2.17 0.146
H 1.108 1.706 0.282 -0.23 -2.32 -0.32 0.419
H -1.406 1.194 -0.699 -0.59 -0.40 1.04 0.291
O -0.083 -3.558 -0.208 0.25 3.18 0.47 -0.369
H 0.707 -4.112 -0.166 0.47 -0.36 -0.08 0.410
O -0.042 2.394 0.355 -1.31 1.14 0.26 -0.492
Sc -0.712 4.265 0.590 0.26 -0.38 0.04 1.583
```
Positions in Å, forces in eV/Å.

Properties
- charge = +2
- LUMO (alpha / beta) (Ha) = -0.377 / -0.366
- highest occupied orbital energy (alpha / beta) (eV) = -17.1 / -16.9
- relative energy (zero: lowest compared OMol25 entry of this formula, charge and spin) (kJ/mol) = 39.6
- gap between HOMO and LUMO (alpha / beta) (eV) = 6.806 / 6.906

---

[2]
Molecular formula: C41H38BrIN4O2OsS
Method: DFT, ωB97M-V/def2-TZVPD

Structure (XYZ):
```
89
Properties=species:S:1:pos:R:3:forces:R:3:lowdin_spin:R:1
Os 1.637 -0.784 -0.451 0.30 -1.89 -0.90 2.805
C -3.858 3.533 1.929 0.60 -0.98 0.56 0.000
C -2.465 2.888 2.229 -1.04 0.55 0.28 0.000
C -2.175 2.983 3.729 1.02 -1.26 1.05 0.000
C -1.409 3.679 1.491 0.06 0.13 -1.42 0.000
C -2.448 1.424 1.885 0.04 -0.02 0.08 0.001
C -3.499 0.632 2.282 -2.77 -1.78 0.92 0.002
C -3.570 -0.796 2.164 0.52 1.83 -0.79 0.002
C -2.455 -1.305 1.521 -0.08 -2.35 -0.19 0.006
S -2.063 -3.066 1.225 0.21 1.66 0.32 0.022
C -0.564 -2.532 0.540 -0.57 -1.95 -0.89 0.021
N -0.398 -1.281 0.334 -1.56 2.01 1.29 0.130
C -1.445 -0.534 0.988 1.44 0.23 -0.30 0.014
C -1.403 0.835 1.222 -0.44 -0.60 -0.83 0.003
C 0.486 -3.443 0.116 1.19 -1.42 -0.21 0.058
C 0.375 -4.851 0.167 -1.25 1.55 -0.26 0.001
C 1.459 -5.654 -0.051 0.89 -0.07 0.62 0.044
C 2.713 -5.088 -0.217 0.74 1.26 -0.81 -0.006
C 2.870 -3.686 -0.411 -0.70 -0.75 0.12 0.067
C 1.728 -2.868 -0.267 -0.06 0.10 0.54 0.090
H -3.744 4.606 2.042 -0.33 0.10 -0.08 0.000
H -4.608 3.144 2.635 0.17 0.43 -0.24 0.000
H -4.167 3.246 0.928 -0.12 0.31 -0.23 0.000
H -2.009 3.994 4.045 -0.41 0.73 0.19 0.000
H -1.185 2.515 3.924 -0.32 0.07 -0.21 0.000
H -2.842 2.438 4.455 0.14 0.70 -1.07 0.000
H -1.474 4.730 1.719 -0.27 0.44 0.18 0.000
H -1.479 3.608 0.369 -0.06 -0.09 0.99 0.000
H -0.411 3.409 1.781 0.62 -0.41 0.11 0.000
H -4.399 1.158 2.659 0.70 -0.61 0.01 0.000
H -4.435 -1.448 2.369 0.50 0.78 0.28 0.000
H -0.745 1.453 0.677 1.14 0.40 -0.18 0.001
H -0.619 -5.265 0.305 0.12 -0.20 0.24 0.001
H 1.400 -6.721 0.061 -0.24 -0.27 -0.18 0.002
H 3.585 -5.735 -0.293 -0.15 0.17 0.03 -0.001
H 3.855 -3.266 -0.666 -0.55 -0.24 0.17 0.007
Br -1.870 -5.453 -4.870 0.35 0.81 0.25 0.002
C -0.809 -3.993 -4.158 -0.40 -1.39 0.13 0.004
C 0.584 -4.136 -4.283 -0.43 0.86 0.73 0.001
C 1.362 -3.142 -3.643 -1.17 -1.10 -1.29 0.011
C 0.718 -2.068 -3.019 0.91 -1.27 -0.06 0.033
C -0.627 -2.012 -2.846 -2.25 -0.67 -0.03 0.012
C -1.436 -3.015 -3.387 0.00 0.13 -0.56 0.001
N 1.444 -1.047 -2.416 1.11 1.26 1.87 0.272
C 1.724 0.066 -3.251 0.45 1.37 0.20 0.031
C 2.657 1.046 -2.520 -0.68 -0.27 0.32 0.026
C 3.290 2.136 -3.070 0.00 -1.00 -0.28 0.001
C 3.906 3.021 -2.235 1.03 0.96 0.78 0.019
C 3.829 2.923 -0.856 -0.16 -1.00 1.05 -0.002
C 3.258 1.724 -0.339 0.58 1.89 -0.49 0.039
N 2.694 0.858 -1.175 0.01 0.32 -0.49 0.089
H 0.975 -5.030 -4.808 -0.03 0.94 0.46 0.000
H 2.421 -3.275 -3.706 0.56 0.43 0.22 0.001
H -1.097 -1.232 -2.240 0.28 -0.15 -0.29 -0.001
H -2.533 -3.005 -3.262 0.80 -0.05 -0.09 0.000
H 2.073 -0.247 -4.212 0.67 -0.29 -0.50 0.005
H 3.431 2.297 -4.119 -0.40 -0.25 -0.54 0.000
H 4.556 3.768 -2.675 -0.37 0.34 0.07 0.001
H 4.240 3.721 -0.207 -0.22 -0.87 -0.40 0.000
H 3.215 1.459 0.720 0.12 0.35 -0.35 0.004
I -5.478 4.508 -4.209 0.17 -0.30 0.12 0.000
C -3.834 3.275 -3.772 -0.54 0.33 0.46 0.000
C -2.917 3.039 -4.778 0.56 -0.29 -0.17 0.000
C -1.739 2.338 -4.504 -0.66 -0.59 -0.65 0.001
C -1.526 1.877 -3.231 0.76 -0.13 2.33 0.003
C -2.459 2.103 -2.217 -1.41 0.60 -0.60 0.001
C -3.663 2.767 -2.478 0.26 0.05 0.10 0.000
C -0.255 1.247 -2.699 -1.35 0.78 -1.29 0.006
O 0.538 0.809 -3.683 0.25 -0.42 0.70 0.026
O 0.006 1.171 -1.514 0.19 -0.25 0.02 0.050
H -3.150 3.385 -5.773 0.21 0.02 -0.10 0.000
H -1.080 1.964 -5.271 0.18 0.55 -0.37 0.000
H -2.282 1.744 -1.234 0.22 -0.28 0.67 0.000
H -4.442 2.927 -1.699 0.83 -0.16 -0.70 0.000
C 1.483 -1.923 4.915 0.49 0.05 -0.24 0.002
C 2.295 -0.772 4.264 -1.47 1.51 0.77 0.006
C 1.703 0.614 4.795 -0.39 -1.80 0.52 0.004
C 3.810 -0.803 4.381 0.03 -0.69 2.03 0.002
C 2.029 -0.714 2.816 0.36 -0.14 -1.82 0.049
N 1.979 -0.625 1.656 -0.07 0.01 1.58 0.027
H 1.606 -1.959 5.997 0.53 0.10 -0.06 0.000
H 1.715 -2.901 4.485 0.09 0.14 0.10 0.000
H 0.433 -1.735 4.795 -0.62 0.08 -0.36 0.000
H 1.535 0.508 5.878 0.50 0.25 -0.31 0.001
H 0.722 0.744 4.391 -0.79 0.07 -0.36 0.000
H 2.257 1.482 4.527 0.82 0.50 -0.02 0.000
H 4.202 -0.552 5.425 -0.91 -0.60 -1.22 0.001
H 4.170 -0.013 3.771 0.85 0.33 -0.86 0.000
H 4.096 -1.822 4.105 0.69 0.41 -0.12 0.000
```
Positions in Å, forces in eV/Å.

Properties
- charge = +2
- multiplicity = 5
- LUMO (alpha / beta) (Ha) = -0.198 / -0.301
- highest occupied orbital energy (alpha / beta) (eV) = -12.8 / -12.8
- relative energy (zero: lowest compared OMol25 entry of this formula, charge and spin) (kJ/mol) = 233.0
- gap between HOMO and LUMO (alpha / beta) (eV) = 7.375 / 4.573
- ⟨S²⟩ = 6.0244

---

[3]
Molecular formula: C5H8O
Method: DFT, ωB97M-V/def2-TZVPD

Structure (XYZ):
```
14
Properties=species:S:1:pos:R:3:forces:R:3:mulliken_charge:R:1
C -2.262 0.547 0.773 -0.37 0.20 0.34 -0.587
C -0.830 -0.471 -0.650 0.61 0.10 0.26 -0.677
O -0.979 0.589 0.130 -0.21 -0.53 -0.21 -0.088
C 0.610 -0.730 -0.833 -0.19 -0.26 -0.22 0.107
C 1.697 0.329 -0.846 0.13 0.25 -0.01 -0.459
C 1.495 -0.466 0.384 0.17 0.02 0.25 -0.475
H -3.060 0.416 0.040 0.16 -0.02 0.05 0.294
H -2.237 -0.297 1.464 -0.23 0.09 -0.09 0.315
H -2.413 1.459 1.354 0.21 0.05 -0.24 0.247
H 0.844 -1.643 -1.374 -0.16 0.23 0.00 0.433
H 1.365 1.361 -0.847 0.02 -0.12 0.05 0.195
H 2.564 0.123 -1.466 -0.20 0.02 0.08 0.256
H 2.198 -1.246 0.653 -0.01 0.12 -0.12 0.246
H 1.008 0.029 1.218 0.08 -0.14 -0.15 0.192
```
Positions in Å, forces in eV/Å.

Properties
- charge = 0
- LUMO (Ha) = 0.034
- highest occupied orbital energy (eV) = -8.2
- relative energy (zero: lowest compared OMol25 entry of this formula, charge and spin) (kJ/mol) = 370.6
- gap between HOMO and LUMO (eV) = 9.153